(1)
91
Properties=species:S:1:pos:R:3 method="wB97M-V/def2-TZVPD" e_homo_ev=-7.742 max_force_ev_per_a=3.0 smiles="C#CC[C@@H]1C[C@@H](CCCCN)C(=O)O1.c1cc[nH]c1.c1cc[nH]c1.c1cc[nH]c1.c1cc[nH]c1.c1cc[nH]c1.c1cc[nH]c1" total_energy_ev=-51579.3584 gap_ev=8.08
C 3.860 -5.523 -0.162
C 3.748 -4.405 -0.575
C 3.504 -3.056 -1.134
C 2.108 -2.564 -0.659
C 1.328 -1.977 -1.856
C 0.375 -1.021 -1.047
C -1.125 -0.970 -1.365
C -2.008 -1.906 -0.506
C -1.323 -3.215 -0.054
C -2.283 -4.433 -0.168
N -1.771 -5.342 -1.216
C 0.851 -0.965 0.392
O 0.342 -0.526 1.359
O 2.102 -1.585 0.355
H 3.864 -6.436 0.374
H 4.303 -2.420 -0.742
H 3.575 -3.147 -2.215
H 1.666 -3.481 -0.261
H 1.966 -1.289 -2.405
H 0.728 -2.666 -2.444
H 0.710 -0.040 -1.425
H -1.527 0.043 -1.277
H -1.271 -1.252 -2.413
H -2.470 -1.387 0.335
H -2.852 -2.205 -1.140
H -1.126 -3.115 1.018
H -0.430 -3.474 -0.619
H -2.260 -4.958 0.799
H -3.315 -4.134 -0.353
H -2.415 -6.106 -1.374
H -0.888 -5.692 -0.867
C -1.118 -4.140 3.937
C -2.168 -4.762 4.663
C -2.902 -3.766 5.251
N -2.333 -2.568 4.910
C -1.249 -2.786 4.106
H -0.354 -4.629 3.355
H -2.363 -5.819 4.744
H -3.775 -3.805 5.880
H -2.662 -1.667 5.205
H -0.666 -1.962 3.726
C 3.801 -0.052 5.113
C 2.839 -1.033 5.474
C 2.460 -1.671 4.321
N 3.150 -1.112 3.282
C 3.972 -0.130 3.753
H 4.309 0.631 5.775
H 2.469 -1.246 6.463
H 1.758 -2.471 4.153
H 3.063 -1.382 2.316
H 4.604 0.430 3.085
C -3.221 -2.621 -4.698
C -4.162 -1.562 -4.807
C -4.091 -1.084 -6.090
N -3.141 -1.810 -6.756
C -2.609 -2.751 -5.916
H -3.017 -3.219 -3.824
H -4.817 -1.195 -4.034
H -4.632 -0.294 -6.583
H -2.876 -1.673 -7.714
H -1.844 -3.428 -6.257
C -0.042 3.687 -3.273
C -1.233 3.919 -2.534
C -2.156 2.994 -2.944
N -1.571 2.215 -3.904
C -0.282 2.628 -4.107
H 0.884 4.234 -3.198
H -1.394 4.677 -1.784
H -3.173 2.823 -2.637
H -2.019 1.455 -4.385
H 0.350 2.134 -4.825
C 1.546 8.771 -1.549
C 0.355 9.003 -0.810
C -0.566 8.077 -1.221
N 0.019 7.299 -2.182
C 1.307 7.712 -2.384
H 2.471 9.318 -1.475
H 0.195 9.761 -0.061
H -1.585 7.906 -0.915
H -0.429 6.540 -2.666
H 1.939 7.220 -3.103
C 1.207 4.629 3.200
C 2.224 5.126 4.056
C 2.824 4.043 4.645
N 2.208 2.915 4.182
C 1.225 3.262 3.298
H 0.540 5.208 2.582
H 2.486 6.158 4.220
H 3.635 3.980 5.352
H 2.443 1.972 4.449
H 0.624 2.507 2.817

(2)
59
Properties=species:S:1:pos:R:3 method="wB97M-V/def2-TZVPD" e_homo_ev=-7.590 max_force_ev_per_a=2.6 charge=-1 total_energy_ev=-41585.2764 gap_ev=9.67 relative_energy_kj_mol=340.2
O 2.541 -1.708 0.822
H -0.668 -1.629 1.467
O -4.306 -0.852 -3.011
H -4.138 -1.122 -2.110
H -4.551 0.079 -3.007
O -1.604 -0.291 -0.731
H -2.198 -0.651 -1.389
H -0.720 -0.774 -0.624
O 2.503 1.172 0.470
H 1.882 0.730 -0.118
H 1.791 -1.522 -0.003
O 0.669 -1.373 -0.801
H 2.046 -2.529 0.935
H 0.883 -1.299 -1.744
O 4.694 0.704 2.974
H 4.897 1.630 2.794
H 2.999 0.408 0.800
O -3.267 1.579 0.586
H -3.515 2.492 0.404
H -2.338 1.327 0.542
O 0.190 0.835 -3.769
H -0.771 -5.244 -0.164
H 4.994 -3.498 -0.308
O 1.124 4.731 2.246
H 0.259 4.636 1.847
H 1.700 4.030 1.924
O 4.149 2.334 -1.320
H 4.366 3.260 -1.212
H 3.426 2.000 -0.746
O -0.439 -6.012 0.286
H -0.155 2.817 1.206
H -0.826 -5.902 1.163
O -0.570 -2.579 1.333
H 0.147 -2.504 0.667
H 5.341 0.255 2.439
O -0.398 2.155 1.844
H 0.183 1.717 2.457
H 0.103 0.499 -2.876
O 4.152 -3.261 -0.697
H -0.713 0.978 -4.046
H 3.733 -2.532 -0.188
O -5.603 0.354 0.699
H -4.775 0.869 0.852
H -5.409 -0.396 1.268
O -1.378 -3.001 -3.089
H -1.333 -3.948 -2.955
H -0.833 -2.588 -2.394
O -2.851 -1.096 2.145
H -2.444 -0.804 1.322
H -2.754 -2.048 2.126
O 4.013 3.717 1.677
H 3.702 2.970 2.192
H 4.767 3.512 1.132
O -2.526 3.584 3.085
H -1.873 4.128 2.650
H -2.627 2.762 2.592
O -1.975 -0.773 -4.732
H -2.466 -1.010 -3.944
H -1.229 -1.319 -4.965

(3)
11
Properties=species:S:1:pos:R:3 method="wB97M-V/def2-TZVPD" e_homo_ev="-1.768 / -2.151" max_force_ev_per_a=5.1 charge=-1 spin_multiplicity=6 total_energy_ev=-43703.2866 gap_ev="5.53 / 5.91" s2=8.764 relative_energy_kj_mol=126.0
O 1.284 -0.041 0.923
C 0.930 -1.350 0.719
O 1.971 -2.104 0.472
Fe 1.191 -3.828 0.862
O -0.566 -3.203 0.453
C -0.482 -1.854 0.427
H -1.313 -1.318 0.917
C 0.276 0.860 1.305
H -0.294 0.482 2.170
H -0.427 1.033 0.474
H 0.765 1.806 1.564

(4)
52
Properties=species:S:1:pos:R:3 method="wB97M-V/def2-TZVPD" e_homo_ev=-8.720 max_force_ev_per_a=1.4 total_energy_ev=-141535.6532 gap_ev=7.16 relative_energy_kj_mol=7.2
Au 0.388 0.488 1.038
Br 1.596 -1.158 2.378
C 0.242 -1.311 3.684
C 0.370 -2.231 4.673
C -0.642 -2.303 5.657
C -1.702 -1.450 5.607
C -1.824 -0.480 4.577
C -2.904 0.432 4.554
C -2.975 1.384 3.588
C -1.998 1.452 2.563
C -0.964 0.559 2.522
C -0.838 -0.414 3.565
H 1.225 -2.892 4.712
H -0.557 -3.031 6.451
H -2.473 -1.489 6.366
H -3.653 0.372 5.333
H -3.789 2.098 3.584
H -2.083 2.233 1.832
Cl 4.567 -2.454 -5.579
C 4.069 -1.470 -4.227
C 4.559 -0.176 -4.124
C 4.141 0.616 -3.070
C 3.257 0.115 -2.116
C 2.809 -1.197 -2.225
C 3.199 -1.995 -3.290
C 2.744 1.009 -1.054
O 2.904 2.223 -1.109
O 2.180 0.409 -0.036
H 5.251 0.199 -4.866
H 4.492 1.635 -2.975
H 2.143 -1.600 -1.475
H 2.820 -3.002 -3.388
C -0.730 3.401 -3.216
N -1.021 2.708 -1.967
C -2.197 2.062 -1.648
C -1.988 1.440 -0.472
N -0.693 1.734 -0.055
C -0.136 2.479 -1.007
H -1.589 4.000 -3.507
H -0.508 2.669 -3.990
H 0.132 4.046 -3.069
H -3.055 2.083 -2.295
H -2.642 0.802 0.087
H 0.873 2.870 -0.987
F -3.192 -1.306 -0.869
C -2.464 -2.306 -1.409
F -2.730 -3.413 -0.716
F -2.890 -2.480 -2.662
S -0.675 -1.906 -1.375
O -0.040 -3.087 -1.889
O -0.569 -0.697 -2.164
O -0.441 -1.669 0.059